(1)
Molecular formula: C21H27NO4S
Method: DFT, ωB97M-V/def2-TZVPD

The value obtained for the LUMO energy is 0.0223 Eh. The spin multiplicity is 1. Its structure (SMILES) is Cc1cccc(CS(=O)(=O)Cc2ccc(C(=O)NC3CCCCCC3)o2)c1.

Structure (XYZ):
```
54
Properties=species:S:1:pos:R:3:mulliken_charge:R:1
C -6.237 -0.509 0.737 -1.622
C -4.778 -0.766 0.956 0.931
C -4.308 -2.067 1.118 -0.594
C -2.965 -2.309 1.335 -0.742
C -2.065 -1.258 1.379 -0.662
C -2.514 0.045 1.207 0.265
C -1.570 1.193 1.206 -0.887
S -1.776 2.206 -0.314 1.122
O -0.487 2.739 -0.661 -0.631
O -2.838 3.150 -0.094 -0.662
C -2.334 1.104 -1.692 -0.939
C -1.573 -0.156 -1.634 0.716
C -1.896 -1.464 -1.871 -1.021
C -0.736 -2.217 -1.584 -0.528
C 0.218 -1.317 -1.189 0.376
C 1.606 -1.504 -0.719 0.210
O 2.107 -2.604 -0.578 -0.728
N 2.229 -0.339 -0.443 -0.084
C 3.589 -0.260 0.054 -0.226
C 3.566 0.389 1.443 -0.690
C 4.860 0.224 2.235 -0.882
C 6.119 0.710 1.518 -0.719
C 6.548 -0.220 0.382 -0.625
C 5.919 0.094 -0.979 -0.813
C 4.454 0.532 -0.934 -0.753
O -0.294 -0.063 -1.227 -0.268
C -3.870 0.280 1.008 -0.409
H -6.617 -1.128 -0.075 0.360
H -6.801 -0.759 1.635 0.371
H -6.417 0.535 0.498 0.357
H -5.006 -2.891 1.079 0.443
H -2.612 -3.320 1.466 0.446
H -1.015 -1.453 1.544 0.481
H -0.528 0.887 1.237 0.150
H -1.777 1.904 2.004 0.604
H -3.404 0.949 -1.602 0.354
H -2.109 1.695 -2.579 0.595
H -2.842 -1.837 -2.202 0.533
H -0.611 -3.277 -1.653 0.585
H 1.742 0.530 -0.608 0.317
H 3.934 -1.296 0.122 0.522
H 2.754 -0.061 2.020 0.289
H 3.338 1.453 1.327 0.335
H 4.751 0.776 3.172 0.373
H 4.989 -0.830 2.491 0.358
H 6.924 0.750 2.256 0.331
H 5.972 1.724 1.143 0.368
H 6.308 -1.246 0.667 0.323
H 7.633 -0.170 0.265 0.367
H 6.007 -0.796 -1.605 0.330
H 6.489 0.889 -1.465 0.347
H 4.389 1.593 -0.685 0.330
H 4.036 0.411 -1.937 0.435
H -4.208 1.300 0.888 0.560
```

(2)
Molecular formula: C21H27O2S
Method: DFT, ωB97M-V/def2-TZVPD

The charge is +1. The value obtained for the LUMO energy is -0.1046 Eh. The spin multiplicity is 1.

Structure (XYZ):
```
51
Properties=species:S:1:pos:R:3:mulliken_charge:R:1
C 4.457 -2.233 0.860 -1.481
C 3.007 -1.899 0.693 0.273
O 2.993 -1.116 -0.621 -0.449
C 2.115 -0.006 -0.509 -0.057
C 1.041 0.096 -1.558 -0.220
S 0.667 1.661 -2.422 0.446
C 0.538 2.781 -0.980 -0.887
C 1.984 2.385 -3.364 -1.170
O 2.096 0.805 0.357 -0.506
H 4.528 -2.976 1.629 0.426
H 4.930 -2.644 -0.039 0.344
H 5.000 -1.356 1.204 0.342
H 2.421 -2.792 0.489 0.216
H 2.612 -1.287 1.531 0.212
H 1.212 -0.609 -2.267 1.220
H 0.447 2.285 0.010 0.233
H 1.434 3.431 -0.992 0.539
H -0.383 3.361 -1.212 0.300
H 2.481 1.643 -3.971 0.417
H 1.456 3.081 -4.012 0.447
H 2.693 2.948 -2.790 0.399
C 0.222 -3.561 4.106 -1.470
C -0.040 -2.761 2.848 1.072
C -0.306 -3.457 1.654 -0.891
C -0.462 -2.759 0.454 -0.671
C -0.335 -1.347 0.455 0.494
C -0.374 -0.480 -0.853 0.327
C -1.532 0.470 -0.846 0.029
C -1.936 1.061 -2.068 -0.373
C -2.806 2.157 -2.112 -0.994
C -3.491 2.529 -0.950 1.106
C -4.495 3.650 -0.998 -1.574
C -3.347 1.767 0.231 -0.930
C -2.419 0.714 0.264 -0.615
C -0.171 -0.683 1.661 -0.166
C -0.052 -1.364 2.858 -1.007
H -0.037 -2.987 5.008 0.372
H -0.351 -4.508 4.105 0.383
H 1.288 -3.830 4.216 0.253
H -0.435 -4.552 1.661 0.368
H -0.674 -3.263 -0.507 0.377
H -0.467 -1.160 -1.780 0.270
H -1.643 0.604 -3.021 0.584
H -2.908 2.725 -3.053 0.374
H -4.624 4.116 -0.017 0.396
H -4.208 4.437 -1.703 0.380
H -5.500 3.313 -1.297 0.299
H -3.983 2.009 1.111 0.372
H -2.508 0.021 1.111 0.471
H -0.172 0.385 1.650 0.306
H 0.040 -0.809 3.780 0.419
```

(3)
Molecular formula: C21H28AsIrN4O6S2Si
Method: DFT, ωB97M-V/def2-TZVPD

The value obtained for the LUMO energy (spin up / spin down) is -0.0139 / -0.1170 Eh. The spin multiplicity is 5. The expectation value of S² is 6.03.

Structure (XYZ):
```
64
Properties=species:S:1:pos:R:3:lowdin_spin:R:1
Ir -1.779 0.379 -0.301 2.309
O -1.617 -3.253 1.360 0.007
As -3.155 -2.305 1.372 0.025
O -2.673 -0.979 2.639 0.179
O -2.942 -1.488 -0.044 0.083
C -1.840 -0.990 3.646 0.113
C -1.261 -2.130 4.213 0.027
C -0.380 -2.023 5.265 0.067
C -0.037 -0.776 5.782 0.086
C -0.597 0.366 5.253 0.012
C -1.518 0.285 4.210 0.117
S -1.685 1.668 2.022 0.096
O -0.706 0.576 1.723 0.107
O -2.062 1.393 3.700 0.121
O -2.942 1.411 1.282 0.104
H -1.159 -2.977 0.562 0.000
H -1.496 -3.097 3.791 -0.001
H 0.051 -2.917 5.691 0.002
H 0.674 -0.706 6.593 0.004
H -0.359 1.341 5.652 -0.002
C 1.377 -1.831 0.838 0.000
C 0.894 -1.934 -0.574 0.010
C 1.360 -2.894 -1.467 0.013
C 0.881 -2.876 -2.777 0.000
C -0.022 -1.917 -3.181 0.009
C -0.482 -0.991 -2.228 0.018
N 0.007 -1.033 -0.966 0.085
N -1.366 0.006 -2.362 0.093
Si -1.826 0.888 -3.790 0.016
C -2.730 -0.194 -5.085 0.004
C -0.189 1.541 -4.563 0.001
C -2.947 2.330 -3.253 0.003
H 2.448 -1.636 0.847 0.000
H 1.197 -2.754 1.384 0.000
H 0.856 -1.016 1.334 0.000
H 2.078 -3.628 -1.140 0.002
H 1.221 -3.625 -3.480 0.000
H -0.413 -1.896 -4.184 0.001
H -2.133 -1.040 -5.410 0.000
H -2.970 0.394 -5.964 0.001
H -3.659 -0.588 -4.686 0.000
H 0.562 0.760 -4.618 0.000
H 0.224 2.361 -3.983 0.000
H -0.347 1.911 -5.571 0.000
H -3.901 1.965 -2.885 0.001
H -3.147 3.008 -4.079 0.000
H -2.489 2.908 -2.455 0.000
C 3.558 0.556 -1.473 0.001
C 2.788 1.190 -0.366 0.010
C 3.251 1.437 0.894 0.020
C 2.408 2.117 1.814 0.021
N 1.210 2.544 1.457 0.016
C 0.751 2.276 0.255 0.066
S -0.778 2.780 -0.260 0.110
N 1.524 1.589 -0.665 0.038
C 2.855 2.397 3.206 0.002
H 4.546 0.245 -1.146 0.000
H 3.668 1.273 -2.288 0.000
H 3.016 -0.306 -1.860 0.000
H 4.245 1.144 1.190 0.001
H 1.093 1.351 -1.549 0.001
H 3.905 2.145 3.333 0.000
H 2.259 1.816 3.910 0.001
H 2.698 3.448 3.438 0.000
```

(4)
Molecular formula: C21H28Br5Cl6KLiMgN3O5PS2
Method: DFT, ωB97M-V/def2-TZVPD

The charge is +1. The value obtained for the LUMO energy is -0.1600 Eh. The spin multiplicity is 1.

Structure (XYZ):
```
74
Properties=species:S:1:pos:R:3:mulliken_charge:R:1
N 1.508 -2.100 1.319 -0.392
C 2.023 -1.084 1.380 -0.231
C 2.873 0.083 1.576 0.284
C 2.223 1.219 2.425 -1.338
C 0.716 1.147 2.628 -0.477
C -0.051 1.655 1.419 0.259
O 0.414 2.607 0.825 -0.595
N -1.270 1.107 1.045 -0.157
C -1.288 -0.306 0.729 -0.327
C -1.692 -1.214 1.690 0.358
C -1.755 -2.577 1.422 -1.068
C -1.370 -3.011 0.166 -0.392
C -0.975 -2.122 -0.824 -1.356
C -0.947 -0.777 -0.528 0.319
C 3.397 0.598 0.182 0.053
C 2.325 0.893 -0.759 -0.492
N 1.613 1.411 -1.484 -0.254
P 4.433 -0.711 -0.626 0.436
O 5.330 -1.434 0.461 -0.459
O 5.401 0.091 -1.639 -0.331
S 3.393 -1.986 -1.633 0.046
H 3.769 -0.239 2.104 0.883
H 2.697 1.175 3.404 0.404
H 2.512 2.171 1.988 0.455
H 0.475 1.855 3.423 0.467
H 0.365 0.185 2.996 0.283
H -1.568 1.627 0.225 0.332
H -1.974 -0.895 2.683 0.527
H -2.062 -3.299 2.159 0.496
H -1.387 -4.063 -0.088 0.394
H -0.681 -2.451 -1.810 0.666
H -0.660 -0.082 -1.309 0.231
H 4.002 1.478 0.401 0.713
H 6.218 -1.051 0.536 0.334
H 4.819 0.466 -2.317 0.257
Br -2.238 5.367 -4.102 -0.233
C -0.614 4.288 -4.224 -0.548
C -0.895 2.839 -4.523 -0.753
Br -1.560 1.907 -2.956 0.024
H -0.094 4.432 -3.283 0.391
H -0.037 4.735 -5.032 0.393
H 0.022 2.322 -4.797 0.336
H -1.632 2.701 -5.306 0.436
Li -4.610 5.490 -4.313 0.848
Cl -4.334 7.185 -2.596 -0.802
C 6.526 3.635 -3.048 -0.056
Cl 8.019 3.203 -3.922 -0.201
Cl 5.159 2.792 -3.732 -0.057
Cl 6.693 3.279 -1.316 -0.080
H 6.357 4.701 -3.160 0.468
Mg 4.302 -3.290 -3.689 0.047
C 1.764 -7.176 -2.694 -0.342
Br 1.485 -7.403 -4.646 0.242
Br 3.611 -7.437 -2.288 -0.022
Br 1.142 -5.529 -1.987 0.112
H 1.182 -7.952 -2.205 0.324
Cl 1.124 -4.672 -4.799 -0.423
C -6.853 0.388 4.181 -0.604
C -5.497 0.987 4.580 -0.604
C -4.591 -0.175 5.007 -0.554
S -5.166 -1.619 4.100 1.019
O -5.691 -2.575 5.039 -0.677
O -4.180 -1.993 3.116 -0.524
C -6.534 -0.804 3.285 -0.693
H -7.480 1.115 3.668 0.349
H -7.385 0.052 5.073 0.301
H -5.059 1.499 3.721 0.272
H -5.599 1.718 5.380 0.333
H -3.548 0.007 4.759 0.244
H -4.686 -0.392 6.069 0.374
H -7.361 -1.502 3.179 0.392
H -6.187 -0.481 2.304 0.349
Cl 2.376 -6.565 -6.765 -0.336
K 9.212 4.706 -2.153 0.929
```